Computed, not measured: one molecule with the formula C4H9NO2S, with ωB97M-V/def2-TZVPD.

Properties
* HOMO-LUMO gap: 8.64 eV
* SMILES: CO[C@H]1OCCNS1
* LUMO energy: 0.032 Ha
* charge: 0
* spin multiplicity: 1

Each line ends with the natural charge from an NBO analysis.
Geometry (Å):
C: 2.522 -0.458 -0.368  -0.261
O: 1.453 0.415 -0.081  -0.525
C: 0.695 0.091 0.986  0.446
O: -0.292 0.953 1.268  -0.509
C: -1.118 1.303 0.153  -0.088
C: -2.035 0.154 -0.270  -0.258
N: -1.207 -0.940 -0.752  -0.772
S: -0.346 -1.764 0.511  0.058
H: 3.044 -0.023 -1.219  0.201
H: 2.136 -1.450 -0.624  0.205
H: 3.201 -0.548 0.486  0.172
H: 1.224 -0.208 1.890  0.174
H: -0.486 1.585 -0.692  0.198
H: -1.701 2.162 0.496  0.197
H: -2.695 -0.123 0.567  0.181
H: -2.645 0.494 -1.112  0.204
H: -1.751 -1.643 -1.238  0.376


Computed, not measured: a 2-piece molecular cluster, C4H9NO3 overall, with ωB97M-V/def2-TZVPD.

Properties
* HOMO-LUMO gap: 8.67 eV
* SMILES: C/C(O)=C\N.O=CO
* LUMO energy: 0.023 Ha
* charge: 0
* spin multiplicity: 1

Each line ends with the natural charge from an NBO analysis.
Geometry (Å):
C: 1.283 0.224 1.157  -0.677
C: 0.221 0.903 0.340  0.227
O: -0.521 1.869 1.001  -0.689
C: 0.102 0.829 -1.009  -0.103
N: 0.683 -0.076 -1.858  -0.844
H: 1.679 -0.667 0.661  0.218
H: 0.870 -0.097 2.119  0.223
H: 2.111 0.910 1.357  0.227
H: -0.713 1.522 1.893  0.479
H: -0.603 1.496 -1.506  0.203
H: 0.771 0.285 -2.809  0.387
H: 1.577 -0.428 -1.512  0.380
O: -2.294 -1.339 1.435  -0.580
C: -1.742 -1.191 0.354  0.642
O: -0.757 -1.997 -0.123  -0.701
H: -2.132 -0.533 -0.461  0.104
H: -0.534 -1.710 -1.039  0.505


Computed, not measured: a 2-piece molecular cluster, C4H9NO3 overall, with ωB97M-V/def2-TZVPD.

Properties
* HOMO-LUMO gap: 10.36 eV
* SMILES: CN(C=O)CC=O.O
* LUMO energy: 0.023 Ha
* charge: 0
* spin multiplicity: 1

Each line ends with the natural charge from an NBO analysis.
Geometry (Å):
C: -0.142 -1.245 -1.491  -0.418
N: -0.215 0.038 -0.806  -0.452
C: 0.316 1.135 -1.406  0.520
O: 0.113 2.267 -1.009  -0.612
C: -1.242 0.217 0.215  -0.328
C: -0.621 0.514 1.571  0.422
O: -0.962 -0.165 2.512  -0.508
H: -0.156 -2.034 -0.743  0.225
H: -0.919 -1.424 -2.242  0.191
H: 0.789 -1.341 -2.049  0.219
H: 0.988 1.031 -2.267  0.135
H: -1.834 -0.688 0.261  0.228
H: -1.934 1.013 -0.082  0.235
H: 0.124 1.314 1.663  0.142
O: 2.136 -1.927 0.547  -0.946
H: 1.721 -1.055 0.495  0.469
H: 2.140 -2.180 1.491  0.478


Computed, not measured: one molecule with the formula C4H9NO3, with ωB97M-V/def2-TZVPD.

Properties
* HOMO-LUMO gap: 10.42 eV
* SMILES: O=C(O)NCCCO
* LUMO energy: 0.025 Ha
* charge: 0
* spin multiplicity: 1

Each line ends with the natural charge from an NBO analysis.
Geometry (Å):
O: 0.425 -3.471 -0.901  -0.639
C: 0.254 -2.292 -1.090  0.878
O: -0.547 -1.834 -2.087  -0.715
N: 0.611 -1.263 -0.284  -0.643
C: 0.407 0.170 -0.634  -0.224
C: 0.528 1.299 0.445  -0.436
C: -0.544 1.167 1.544  -0.068
O: -1.827 1.580 1.144  -0.713
H: -0.657 -2.500 -2.768  0.503
H: 1.131 -1.404 0.566  0.402
H: 1.226 0.451 -1.282  0.190
H: -0.621 0.136 -0.976  0.231
H: 1.508 1.269 0.934  0.201
H: 0.656 2.256 -0.088  0.224
H: -0.582 0.148 1.925  0.185
H: -0.102 1.745 2.412  0.155
H: -1.867 2.544 1.140  0.470


Computed, not measured: one molecule with the formula C4H9NO3, with ωB97M-V/def2-TZVPD.

Properties
* HOMO-LUMO gap: 10.10 eV
* SMILES: O=C[C@H](CO)NCO
* LUMO energy: 0.026 Ha
* charge: 0
* spin multiplicity: 1

Each line ends with the natural charge from an NBO analysis.
Geometry (Å):
O: 0.038 -1.917 -1.524  -0.536
C: 0.589 -1.071 -0.867  0.454
C: -0.118 0.159 -0.341  -0.188
C: 0.111 1.317 -1.356  -0.043
O: -0.344 0.939 -2.639  -0.714
N: 0.345 0.506 0.962  -0.639
C: -0.171 -0.248 2.069  0.099
O: 0.292 -1.599 1.893  -0.741
H: 1.661 -1.141 -0.644  0.124
H: -1.179 -0.017 -0.429  0.169
H: -0.400 2.191 -0.945  0.166
H: 1.185 1.431 -1.526  0.189
H: -1.125 0.379 -2.610  0.475
H: 0.425 1.506 1.097  0.378
H: 0.341 0.046 2.979  0.185
H: -1.264 -0.212 2.092  0.142
H: -0.385 -2.270 1.787  0.482


Computed, not measured: a 3-piece molecular cluster, C4H9NO3 overall, with ωB97M-V/def2-TZVPD.

Properties
* HOMO-LUMO gap: 7.65 eV
* LUMO energy: -0.063 Ha
* charge: 0
* spin multiplicity: 1

Each line ends with the natural charge from an NBO analysis.
Geometry (Å):
O: -1.645 -0.014 -0.317  -0.599
C: -0.539 -0.458 -0.047  0.652
N: -0.242 -0.838 1.282  -0.666
C: 0.970 -0.808 1.940  0.533
O: 1.015 -0.535 3.117  -0.553
C: 0.579 -0.740 -0.930  -0.358
C: 0.540 -0.242 -2.262  -0.438
H: -0.967 -0.777 2.012  0.425
H: 1.926 -0.834 1.312  0.135
H: 1.991 1.181 -2.725  0.119
H: 0.817 -1.799 -0.857  0.217
H: 0.687 -1.060 -2.941  0.251
H: 1.418 0.548 -2.535  0.024
H: -0.385 0.311 -2.361  0.264
H: -2.039 1.346 1.335  0.482
H: -1.921 2.805 1.886  0.470
O: -2.206 1.914 2.092  -0.957


Computed, not measured: a 2-piece molecular cluster, C4H9NO3 overall, with ωB97M-V/def2-TZVPD.

Properties
* HOMO-LUMO gap: 9.08 eV
* SMILES: C=C(C)C(=O)O.NO
* LUMO energy: 0.023 Ha
* charge: 0
* spin multiplicity: 1

Each line ends with the natural charge from an NBO analysis.
Geometry (Å):
C: 0.949 0.983 -0.991  -0.530
C: 0.570 0.069 -0.090  0.055
C: 1.019 0.021 1.331  -0.685
C: 0.259 -1.611 -0.663  0.738
O: -0.484 -2.381 -0.094  -0.578
O: 1.208 -2.077 -1.511  -0.669
H: 1.799 1.625 -0.786  0.209
H: 0.597 0.956 -2.016  0.203
H: 0.726 -0.921 1.802  0.237
H: 2.109 0.089 1.365  0.223
H: 0.599 0.856 1.897  0.238
H: 1.794 -1.360 -1.802  0.505
N: -2.275 1.448 0.497  -0.432
O: -1.659 0.179 0.203  -0.758
H: -2.762 1.290 1.381  0.344
H: -3.000 1.507 -0.217  0.338
H: -1.449 -0.673 -0.307  0.562


Computed, not measured: one molecule with the formula C4H9NO3S, with ωB97M-V/def2-TZVPD.

Properties
* HOMO-LUMO gap: 9.26 eV
* LUMO energy: 0.019 Ha
* charge: 0
* spin multiplicity: 1

Each line ends with the natural charge from an NBO analysis.
Geometry (Å):
C: 0.847 0.821 0.363  0.083
C: -1.468 0.015 -0.188  0.180
C: -1.314 -1.322 -0.254  -0.504
C: -2.924 0.533 -0.087  -0.641
N: -0.589 1.120 0.062  -0.623
O: 3.413 -1.450 0.476  -0.914
O: 4.045 0.928 0.274  -0.881
O: 1.654 0.167 -0.598  -0.760
S: 3.420 -0.074 -0.519  1.750
H: 1.358 1.756 0.430  0.185
H: 0.805 0.132 1.324  0.182
H: -0.250 -1.855 -0.292  0.196
H: 3.417 -2.301 0.124  0.498
H: -2.031 -2.141 -0.308  0.216
H: -3.163 0.321 0.948  0.227
H: -3.606 -0.044 -0.749  0.219
H: -2.845 1.608 -0.296  0.205
H: -0.769 1.787 -0.709  0.380


Computed, not measured: a 2-piece molecular cluster, C4H9NO4 overall, with ωB97M-V/def2-TZVPD.

Properties
* HOMO-LUMO gap: 10.12 eV
* SMILES: CN(C)C(=O)O.O=CO
* LUMO energy: 0.013 Ha
* charge: 0
* spin multiplicity: 1

Each line ends with the natural charge from an NBO analysis.
Geometry (Å):
C: -0.136 -0.974 1.299  -0.421
N: -0.883 -0.175 0.345  -0.404
C: -1.861 -0.893 -0.448  -0.416
C: -0.387 1.016 -0.042  0.902
O: 0.413 1.670 0.684  -0.709
O: -1.173 1.676 -0.919  -0.677
H: 0.563 -1.642 0.784  0.210
H: 0.437 -0.323 1.955  0.240
H: -0.838 -1.562 1.891  0.211
H: -1.370 -1.684 -1.020  0.204
H: -2.374 -0.219 -1.127  0.238
H: -2.600 -1.346 0.217  0.209
H: -0.926 2.611 -0.910  0.515
O: 3.009 -0.663 -1.520  -0.594
C: 2.416 0.164 -0.895  0.682
O: 2.684 0.726 0.235  -0.707
H: 1.284 0.386 -1.152  0.002
H: 1.743 1.229 0.623  0.516


Computed, not measured: an isolated ion of composition C4H9NO4P and charge -1, with ωB97M-V/def2-TZVPD.

Properties
* HOMO-LUMO gap (spin up / spin down): 6.06 / 8.56 eV
* LUMO energy (spin up / spin down): 0.123 / 0.144 Ha
* charge: -1
* spin multiplicity: 1

Each line ends with the natural charge from an NBO analysis.
Geometry (Å):
C: 1.603 -1.364 -1.052  -0.341
C: 2.202 -0.721 0.180  -0.312
C: 0.443 0.943 0.854  -0.293
C: -0.719 0.844 -0.142  -0.101
N: 1.768 0.755 0.473  -0.615
O: -3.010 0.480 1.170  -1.006
O: -2.825 0.055 -1.381  -1.171
O: -1.997 -1.667 0.363  -1.171
O: -0.812 1.694 -1.180  -0.717
P: -2.229 -0.269 -0.047  2.282
H: 1.763 -1.159 -2.099  0.162
H: 0.783 -1.958 -0.862  0.179
H: 2.010 -1.407 0.974  0.196
H: 3.317 -0.608 0.139  0.181
H: 0.505 2.027 1.253  0.178
H: 0.333 0.199 1.653  0.202
H: -3.355 -0.365 1.587  0.485
H: 1.925 1.234 -0.364  0.341
H: -1.705 1.287 -1.520  0.521


The records above yield max |F| values of 0.0524, 0.0557, 0.0280, 0.0467, 0.0302, 0.1354, 0.0687, 0.0830, 0.0736, 0.0803 hartree/bohr, respectively.
The records above yield relative energy (zero: lowest compared OMol25 entry of this formula, charge and spin) values of 254.6, 170.4, 157.6, 112.0, 227.0, 516.0, 629.4, 244.9, 114.7, 327.1 kJ/mol, respectively.